1.
{
  "formula": "C42H44BrN8O7Sr",
  "method": "ωB97M-V with the def2-TZVPD basis set",
  "symbols": ["Sr", "O", "C", "O", "C", "C", "C", "C", "C", "O", "C", "C", "O", "O", "H", "H", "H", "H", "H", "H", "H", "H", "C", "C", "C", "C", "C", "C", "C", "Br", "C", "O", "C", "C", "C", "C", "C", "C", "H", "H", "H", "H", "H", "H", "H", "H", "H", "H", "H", "H", "H", "H", "H", "H", "H", "H", "H", "H", "C", "N", "C", "N", "C", "N", "C", "C", "C", "C", "C", "C", "C", "N", "N", "C", "O", "C", "C", "C", "C", "C", "C", "N", "C", "N", "C", "N", "C", "H", "H", "H", "H", "H", "H", "H", "H", "H", "H", "H", "H", "H", "H", "H", "H"],
  "coordinates": [[-0.244, -0.035, -0.017], [-1.180, -1.341, 4.014], [-0.450, -1.101, 3.058], [-0.423, -0.025, 2.361], [0.603, -2.179, 2.687], [1.909, -1.560, 2.175], [3.054, -2.578, 2.242], [2.712, -3.507, 1.048], [1.418, -2.869, 0.533], [1.690, -1.459, 0.749], [0.266, -3.172, 1.510], [-1.135, -3.076, 0.853], [-1.938, -3.964, 1.118], [-1.311, -2.093, 0.051], [0.773, -2.748, 3.600], [2.127, -0.572, 2.574], [4.016, -2.087, 2.095], [3.074, -3.097, 3.201], [3.490, -3.469, 0.285], [2.561, -4.545, 1.341], [1.194, -3.031, -0.519], [0.343, -4.196, 1.873], [6.116, -0.840, -5.725], [5.028, -1.833, -5.307], [4.400, -2.401, -6.586], [5.686, -2.982, -4.529], [3.968, -1.176, -4.424], [2.722, -1.769, -4.244], [1.803, -1.192, -3.399], [0.112, -2.050, -3.186], [2.010, 0.005, -2.663], [1.057, 0.505, -1.956], [3.306, 0.577, -2.817], [4.211, -0.015, -3.697], [3.699, 1.898, -2.135], [5.207, 1.965, -1.835], [3.329, 3.060, -3.068], [2.989, 2.120, -0.793], [6.809, -1.321, -6.419], [6.700, -0.494, -4.870], [5.683, 0.031, -6.220], [5.178, -2.824, -7.227], [3.878, -1.621, -7.143], [3.686, -3.197, -6.370], [6.449, -3.480, -5.136], [4.939, -3.723, -4.238], [6.157, -2.608, -3.618], [2.453, -2.687, -4.749], [5.168, 0.466, -3.826], [5.821, 1.998, -2.734], [5.518, 1.105, -1.237], [5.421, 2.875, -1.270], [3.844, 2.967, -4.027], [3.614, 4.021, -2.622], [2.253, 3.061, -3.259], [3.145, 1.261, -0.129], [1.920, 2.262, -0.924], [3.418, 3.010, -0.317], [1.609, 4.502, 3.556], [0.703, 3.772, 2.696], [0.999, 2.923, 1.706], [-0.094, 2.571, 1.067], [-1.067, 3.234, 1.747], [-0.630, 3.994, 2.724], [2.645, 5.277, 2.773], [3.818, 5.689, 3.397], [4.777, 6.403, 2.693], [4.594, 6.695, 1.352], [3.428, 6.276, 0.721], [2.454, 5.587, 1.436], [3.234, 6.510, -0.706], [4.006, 7.106, -1.549], [3.379, 7.020, -2.785], [2.281, 6.371, -2.591], [2.114, 6.025, -1.294], [1.271, 5.960, -3.560], [1.553, 6.026, -4.922], [0.609, 5.590, -5.834], [-0.615, 5.100, -5.397], [-0.908, 5.048, -4.042], [-2.242, 4.538, -3.554], [-2.168, 3.206, -2.990], [-1.912, 2.838, -1.730], [-1.863, 1.528, -1.645], [-2.081, 1.128, -2.927], [-2.272, 2.112, -3.776], [0.044, 5.474, -3.126], [2.101, 3.812, 4.243], [0.982, 5.169, 4.146], [2.002, 2.600, 1.482], [-2.118, 3.133, 1.527], [3.987, 5.442, 4.439], [5.686, 6.715, 3.191], [5.347, 7.222, 0.782], [1.555, 5.270, 0.924], [2.517, 6.398, -5.243], [0.830, 5.620, -6.892], [-1.346, 4.747, -6.115], [-2.960, 4.498, -4.370], [-2.637, 5.198, -2.781], [-1.774, 3.537, -0.922], [-2.080, 0.095, -3.230], [-0.164, 5.423, -2.063]],
  "mulliken_charge": [1.93, -0.80, -0.30, -0.52, -0.04, 0.10, -0.96, -1.03, 0.25, -0.14, 0.35, -0.26, -0.80, -0.75, 0.43, 0.45, 0.33, 0.37, 0.30, 0.42, 0.21, 0.45, -2.00, 2.07, -1.81, -1.64, 0.06, -0.10, -0.28, -0.25, 0.39, -0.43, -1.13, -0.84, 3.74, -2.39, -1.83, -2.45, 0.45, 0.32, 0.41, 0.46, 0.39, 0.33, 0.43, 0.36, 0.33, 0.26, 0.14, 0.51, 0.42, 0.49, 0.43, 0.34, 0.40, 0.57, 0.28, 0.54, -1.22, 1.13, -1.12, 1.04, -0.88, -1.17, 0.79, -0.89, -0.63, -0.94, -0.03, 0.01, 0.58, -0.54, -0.55, 0.34, -0.12, 0.05, -1.01, -0.78, -0.69, 1.32, -1.75, 1.01, -0.20, -0.07, -0.48, -1.03, 0.35, 0.43, 0.33, 0.67, 0.53, 0.46, 0.39, 0.53, 0.86, 0.53, 0.40, 0.42, 0.43, 0.39, 0.33, 0.47, 0.36],
  "lumo_ev": 1.343,
  "de_lowest_kcal_mol": 10.87,
  "total_charge": -1,
  "total_energy_ev": -141407.35952,
  "e_homo_ev": -4.7
}

***

2.
{
  "formula": "C42H44BrN8O7Sr",
  "method": "ωB97M-V with the def2-TZVPD basis set",
  "symbols": ["Sr", "O", "C", "O", "C", "C", "C", "C", "C", "O", "C", "C", "O", "O", "H", "H", "H", "H", "H", "H", "H", "H", "C", "C", "C", "C", "C", "C", "C", "Br", "C", "O", "C", "C", "C", "C", "C", "C", "H", "H", "H", "H", "H", "H", "H", "H", "H", "H", "H", "H", "H", "H", "H", "H", "H", "H", "H", "H", "C", "N", "C", "N", "C", "N", "C", "C", "C", "C", "C", "C", "C", "N", "N", "C", "O", "C", "C", "C", "C", "C", "C", "N", "C", "N", "C", "N", "C", "H", "H", "H", "H", "H", "H", "H", "H", "H", "H", "H", "H", "H", "H", "H", "H"],
  "coordinates": [[0.152, 2.570, -0.074], [-3.058, 5.052, 0.364], [-2.090, 4.589, -0.240], [-1.967, 3.424, -0.733], [-0.880, 5.588, -0.296], [-0.218, 5.673, 1.092], [0.450, 7.037, 1.280], [1.696, 6.894, 0.378], [1.514, 5.477, -0.173], [0.934, 4.794, 0.974], [0.390, 5.475, -1.216], [0.538, 4.395, -2.344], [-0.001, 4.651, -3.415], [1.265, 3.373, -2.076], [-1.372, 6.537, -0.501], [-0.857, 5.341, 1.907], [0.733, 7.180, 2.323], [-0.206, 7.854, 0.984], [2.615, 6.958, 0.961], [1.739, 7.640, -0.415], [2.417, 4.959, -0.483], [0.438, 6.403, -1.787], [-3.251, -4.046, 4.446], [-2.262, -4.224, 3.294], [-3.010, -4.872, 2.120], [-1.151, -5.173, 3.763], [-1.657, -2.895, 2.843], [-0.735, -2.876, 1.810], [-0.200, -1.681, 1.363], [1.141, -1.779, 0.006], [-0.561, -0.415, 1.878], [-0.147, 0.699, 1.379], [-1.449, -0.454, 3.005], [-1.971, -1.665, 3.430], [-1.747, 0.856, 3.737], [-2.334, 1.931, 2.800], [-2.750, 0.643, 4.874], [-0.444, 1.384, 4.366], [-3.662, -5.018, 4.727], [-4.084, -3.398, 4.164], [-2.769, -3.618, 5.327], [-3.441, -5.832, 2.419], [-2.343, -5.049, 1.274], [-3.818, -4.222, 1.777], [-1.572, -6.131, 4.082], [-0.606, -4.739, 4.604], [-0.432, -5.370, 2.967], [-0.409, -3.794, 1.336], [-2.660, -1.657, 4.262], [-3.017, 1.501, 2.065], [-1.555, 2.444, 2.238], [-2.886, 2.676, 3.376], [-3.714, 0.284, 4.504], [-2.922, 1.594, 5.380], [-2.375, -0.070, 5.612], [0.328, 1.508, 3.609], [-0.079, 0.691, 5.128], [-0.626, 2.351, 4.843], [4.110, 1.472, -2.923], [3.879, 1.765, -1.517], [2.904, 1.301, -0.736], [2.928, 1.905, 0.438], [3.982, 2.753, 0.307], [4.589, 2.702, -0.857], [4.551, 0.043, -3.120], [5.901, -0.281, -3.179], [6.306, -1.604, -3.296], [5.367, -2.620, -3.345], [4.013, -2.302, -3.286], [3.609, -0.975, -3.182], [3.015, -3.369, -3.319], [3.177, -4.640, -3.440], [1.905, -5.204, -3.388], [1.081, -4.226, -3.240], [1.711, -3.027, -3.189], [-0.374, -4.237, -3.118], [-1.078, -5.434, -3.173], [-2.458, -5.410, -3.043], [-3.125, -4.207, -2.857], [-2.420, -3.010, -2.799], [-3.154, -1.707, -2.556], [-2.263, -0.573, -2.501], [-1.535, -0.160, -1.460], [-0.678, 0.758, -1.855], [-0.943, 0.888, -3.183], [-1.878, 0.077, -3.625], [-1.044, -3.032, -2.934], [4.876, 2.170, -3.250], [3.187, 1.694, -3.460], [2.186, 0.560, -1.054], [4.304, 3.418, 1.091], [6.640, 0.510, -3.124], [7.360, -1.844, -3.341], [5.663, -3.657, -3.426], [2.552, -0.738, -3.144], [-0.543, -6.363, -3.311], [-3.019, -6.335, -3.081], [-4.204, -4.202, -2.747], [-3.689, -1.756, -1.606], [-3.881, -1.515, -3.344], [-1.651, -0.542, -0.457], [-0.444, 1.617, -3.805], [-0.474, -2.115, -2.887]],
  "mulliken_charge": [1.64, -0.77, -0.21, -0.76, 0.14, -0.20, -1.03, -1.05, 0.25, -0.58, -0.27, -0.14, -0.79, -0.58, 0.77, 0.73, 0.33, 0.39, 0.34, 0.40, 0.52, 0.72, -2.20, 2.07, -1.72, -1.73, -0.89, -0.03, 0.10, -0.05, -0.43, -0.22, -1.18, 0.74, 2.52, -1.31, -2.44, -1.80, 0.44, 0.38, 0.39, 0.45, 0.35, 0.35, 0.45, 0.38, 0.31, 0.41, 0.65, 0.19, -0.10, 0.56, 0.43, 0.51, 0.38, 0.24, 0.37, 0.44, -1.38, 1.40, -0.21, -0.18, -0.57, -1.04, 0.57, -0.72, -0.68, -0.95, -0.08, 0.29, 0.54, -0.56, -0.58, 0.60, -0.12, -0.37, -1.04, -0.60, -0.94, 1.17, -1.46, 0.97, -1.00, 1.25, -0.87, -1.03, 0.29, 0.54, 0.27, 0.26, 0.49, 0.45, 0.38, 0.52, 0.72, 0.53, 0.39, 0.46, 0.38, 0.38, 0.43, 0.62, 0.65],
  "lumo_ev": 1.752,
  "de_lowest_kcal_mol": 7.95,
  "total_charge": -1,
  "total_energy_ev": -141407.48604,
  "e_homo_ev": -5.0
}